Entry 1:
Molecular formula: C5H5NO
Method: DFT, wB97M-V/def2-TZVPD

Positions of all 12 atoms, in Å:
1 C 0.93 2.12 -0.40
2 C 0.64 0.95 -0.41
3 C 0.33 -0.49 -0.40
4 C 1.40 -1.17 0.34
5 N 2.26 -1.65 0.95
6 C -1.08 -0.77 0.24
7 O -1.98 0.27 -0.01
8 H 1.23 3.14 -0.40
9 H 0.34 -0.85 -1.43
10 H -0.95 -0.97 1.31
11 H -1.50 -1.66 -0.22
12 H -1.62 1.08 0.40

Results
Molecular weight = 95.1 Da
Total energy = -323.42610 a.u.
ΔE to the lowest compared entry with this formula, charge and spin = 245.7 kJ/mol
SMILES = C#C[C@@H](C#N)CO

Mulliken atomic charge list, values in e, 8 entries: C 0.428; C -1.190; C 0.726; C 0.018; N -0.398; C -0.701; O -0.498; H 0.427

Entry 2:
Molecular formula: C3H10NOP
Method: DFT, wB97M-V/def2-TZVPD

Positions of all 16 atoms, in Å:
1 C -2.19 -0.34 -0.08
2 C -0.73 0.11 -0.25
3 C -0.71 1.59 -0.60
4 P 0.04 -0.88 -1.79
5 O -0.59 -2.18 -1.83
6 H -2.25 -1.44 -0.06
7 H -2.67 0.07 0.94
8 H -2.97 0.04 -0.82
9 H -0.13 -0.07 0.62
10 H -1.69 1.96 -0.70
11 H -0.15 1.72 -1.61
12 H -0.20 2.23 0.05
13 N 3.35 -0.70 1.60
14 H 4.05 -0.59 2.32
15 H 3.59 0.06 1.09
16 H 3.24 -1.58 1.12

Results
Molecular weight = 107.1 Da
Total energy = -591.60274 a.u.
ΔE to the lowest compared entry with this formula, charge and spin = 210.0 kJ/mol
SMILES = CC(C)P=O.N

Mulliken atomic charge list, values in e, 8 entries: C -1.324; C 0.155; C -1.098; P 0.313; O -0.411; H 0.373; H 0.311; H 0.345

Entry 3:
Molecular formula: C19H18N4O7
Method: DFT, wB97M-V/def2-TZVPD

Positions of all 48 atoms, in Å:
1 C 4.37 1.10 0.28
2 O 3.37 0.62 -0.59
3 C 2.30 1.38 -0.84
4 C 2.10 2.66 -0.33
5 C 0.97 3.39 -0.62
6 C -0.05 2.86 -1.41
7 C -1.26 3.62 -1.73
8 N -2.46 3.22 -1.63
9 N -2.72 2.02 -1.07
10 C -3.95 1.44 -1.11
11 O -4.91 1.86 -1.70
12 C -3.98 0.15 -0.26
13 N -3.01 -0.85 -0.66
14 C -1.74 -0.85 -0.22
15 O -1.26 0.07 0.40
16 C -0.95 -2.12 -0.57
17 C -1.50 -3.31 0.24
18 O -1.46 -3.01 1.61
19 C -0.24 -2.50 2.02
20 C 0.06 -2.49 3.37
21 C 1.28 -2.02 3.80
22 C 2.22 -1.57 2.88
23 C 1.92 -1.56 1.54
24 C 0.68 -2.00 1.10
25 O 0.41 -1.94 -0.25
26 C 0.13 1.58 -1.93
27 C 1.29 0.85 -1.68
28 N 1.41 -0.43 -2.31
29 O 0.41 -0.86 -2.87
30 O 2.47 -1.00 -2.29
31 H 4.85 2.00 -0.11
32 H 3.97 1.29 1.28
33 H 5.11 0.30 0.33
34 H 2.86 3.11 0.30
35 H 0.86 4.39 -0.21
36 H -1.15 4.63 -2.10
37 H -1.98 1.55 -0.54
38 H -3.76 0.43 0.78
39 H -4.98 -0.27 -0.32
40 H -3.33 -1.58 -1.28
41 H -0.98 -2.31 -1.64
42 H -0.88 -4.19 0.02
43 H -2.54 -3.52 0.00
44 H -0.68 -2.86 4.06
45 H 1.51 -2.01 4.86
46 H 3.19 -1.23 3.22
47 H 2.63 -1.22 0.79
48 H -0.61 1.15 -2.59

Results
Molecular weight = 414.4 Da
Total energy = -1480.41662 a.u.
ΔE to the lowest compared entry with this formula, charge and spin = 0.0 kJ/mol
SMILES = COc1ccc(/C=N\NC(=O)CNC(=O)[C@@H]2COc3ccccc3O2)cc1[N+](=O)[O-]

Mulliken atomic charge list, values in e, 8 entries: C -1.141; O -0.392; C 0.834; C -0.427; C -1.312; C 0.063; C -0.617; N -1.185

Entry 4:
Molecular formula: C7H11IN2
Method: DFT, wB97M-V/def2-TZVPD

Positions of all 21 atoms, in Å:
1 C -2.55 0.77 0.15
2 C -1.80 -0.46 0.51
3 N -2.42 -1.64 0.69
4 N -1.45 -2.54 1.00
5 C -0.23 -1.96 1.01
6 C -0.45 -0.65 0.68
7 C 0.85 0.52 0.50
8 C 2.18 -0.09 0.87
9 C 0.72 0.83 -0.97
10 I 0.56 2.32 1.73
11 H -2.08 1.67 0.68
12 H -2.61 1.03 -0.97
13 H -3.68 0.65 0.50
14 H -1.50 -3.57 1.00
15 H 0.75 -2.28 1.26
16 H 3.13 0.50 0.82
17 H 2.05 -0.37 1.86
18 H 2.25 -0.88 0.14
19 H 1.41 1.57 -1.08
20 H -0.19 1.34 -1.26
21 H 0.97 0.10 -1.70

Results
Molecular weight = 250.1 Da
Total energy = -680.46129 a.u.
ΔE to the lowest compared entry with this formula, charge and spin = 0.0 kJ/mol
SMILES = Cc1n[nH]cc1C(C)(C)I

Mulliken atomic charge list, values in e, 8 entries: C -0.971; C 0.188; N -0.802; N 0.086; C -0.833; C 0.984; C 0.413; C -1.680

What did the third record say?
Molecular formula: C19H18N4O7
Method: DFT, wB97M-V/def2-TZVPD

Positions of all 48 atoms, in Å:
1 C 4.37 1.10 0.28
2 O 3.37 0.62 -0.59
3 C 2.30 1.38 -0.84
4 C 2.10 2.66 -0.33
5 C 0.97 3.39 -0.62
6 C -0.05 2.86 -1.41
7 C -1.26 3.62 -1.73
8 N -2.46 3.22 -1.63
9 N -2.72 2.02 -1.07
10 C -3.95 1.44 -1.11
11 O -4.91 1.86 -1.70
12 C -3.98 0.15 -0.26
13 N -3.01 -0.85 -0.66
14 C -1.74 -0.85 -0.22
15 O -1.26 0.07 0.40
16 C -0.95 -2.12 -0.57
17 C -1.50 -3.31 0.24
18 O -1.46 -3.01 1.61
19 C -0.24 -2.50 2.02
20 C 0.06 -2.49 3.37
21 C 1.28 -2.02 3.80
22 C 2.22 -1.57 2.88
23 C 1.92 -1.56 1.54
24 C 0.68 -2.00 1.10
25 O 0.41 -1.94 -0.25
26 C 0.13 1.58 -1.93
27 C 1.29 0.85 -1.68
28 N 1.41 -0.43 -2.31
29 O 0.41 -0.86 -2.87
30 O 2.47 -1.00 -2.29
31 H 4.85 2.00 -0.11
32 H 3.97 1.29 1.28
33 H 5.11 0.30 0.33
34 H 2.86 3.11 0.30
35 H 0.86 4.39 -0.21
36 H -1.15 4.63 -2.10
37 H -1.98 1.55 -0.54
38 H -3.76 0.43 0.78
39 H -4.98 -0.27 -0.32
40 H -3.33 -1.58 -1.28
41 H -0.98 -2.31 -1.64
42 H -0.88 -4.19 0.02
43 H -2.54 -3.52 0.00
44 H -0.68 -2.86 4.06
45 H 1.51 -2.01 4.86
46 H 3.19 -1.23 3.22
47 H 2.63 -1.22 0.79
48 H -0.61 1.15 -2.59

Results
Molecular weight = 414.4 Da
Total energy = -1480.41662 a.u.
ΔE to the lowest compared entry with this formula, charge and spin = 0.0 kJ/mol
SMILES = COc1ccc(/C=N\NC(=O)CNC(=O)[C@@H]2COc3ccccc3O2)cc1[N+](=O)[O-]

Mulliken atomic charge list, values in e, 8 entries: C -1.141; O -0.392; C 0.834; C -0.427; C -1.312; C 0.063; C -0.617; N -1.185